1.
The following is a DFT calculation (the ωB97M-V functional and the def2-TZVPD basis) of a cluster of 2 separate species, C3H7ClN in total in a non-equilibrium geometry.

Computed properties:
Spin multiplicity: 3
LUMO energy (alpha / beta): -6.70 / -7.80 eV
Net charge: +1
Largest force on an atom: 0.0519 hartree/bohr
Frontier orbital gap (alpha / beta): 7.243 / 5.962 eV

```
12
C3H7ClN, DFT the ωB97M-V functional and the def2-TZVPD basis
C 2.70 0.52 -0.50
C -0.20 -1.44 -0.10
C -0.63 0.89 0.08
N -0.04 -0.16 -0.56
Cl 3.87 -0.47 -0.06
H 3.02 1.48 -0.94
H -0.63 -1.56 0.90
H 0.74 -2.00 -0.22
H -0.84 -1.94 -0.85
H 0.05 1.75 0.08
H -1.05 0.70 1.08
H -1.42 1.25 -0.60
```

natural (NBO) atomic charge list, values in e, 4 entries: number 1, C, carries 0.014; number 2, C, carries -0.515; number 3, C, carries -0.514; number 4, N, carries -0.005



2.
The following is a DFT calculation (the ωB97M-V functional and the def2-TZVPD basis) of an isolated molecule of C3H7ClN2 in a non-equilibrium geometry.

Computed properties:
Structure (SMILES): [H]/N=C(\CCl)NC
LUMO energy: 0.91 eV
Net charge: 0
Largest force on an atom: 0.0473 hartree/bohr
Frontier orbital gap: 10.060 eV

```
13
C3H7ClN2, DFT the ωB97M-V functional and the def2-TZVPD basis
C 1.70 -1.04 -0.06
C -0.23 0.42 -0.03
C -1.66 0.63 0.30
H 1.90 -2.04 0.21
H 1.78 -0.89 -1.13
H 2.32 -0.26 0.48
H -0.33 -1.57 -0.22
H 0.21 2.33 -0.37
H -1.75 0.89 1.38
H -1.96 1.55 -0.21
N 0.28 -0.85 0.15
N 0.60 1.40 -0.30
Cl -2.85 -0.56 -0.19
```

natural (NBO) atomic charge list, values in e, 4 entries: number 1, C, carries -0.414; number 2, C, carries 0.415; number 3, C, carries -0.457; number 4, H, carries 0.198



3.
The following is a DFT calculation (the ωB97M-V functional and the def2-TZVPD basis) of an isolated molecule of C3H7ClN2O in a non-equilibrium geometry.

Computed properties:
Structure (SMILES): CCN[C@H](Cl)N=O
LUMO energy: 0.17 eV
Net charge: 0
Largest force on an atom: 0.0910 hartree/bohr
Frontier orbital gap: 8.518 eV

```
14
C3H7ClN2O, DFT the ωB97M-V functional and the def2-TZVPD basis
C -1.32 -0.90 -1.37
C -0.26 0.07 -0.90
C 0.63 0.69 1.37
N 2.26 0.83 0.86
N -0.10 -0.15 0.49
O 2.95 0.12 1.49
Cl 0.15 2.44 1.43
H -2.17 -0.78 -0.59
H -1.79 -0.70 -2.32
H -0.82 -1.77 -1.19
H 0.65 -0.17 -1.39
H -0.68 1.12 -0.99
H 0.61 0.28 2.36
H -0.11 -1.08 0.77
```

natural (NBO) atomic charge list, values in e, 4 entries: number 1, C, carries -0.604; number 2, C, carries -0.219; number 3, C, carries 0.037; number 4, N, carries 0.166



4.
The following is a DFT calculation (the ωB97M-V functional and the def2-TZVPD basis) of an isolated molecule of C3H7ClN2O in a non-equilibrium geometry.

Computed properties:
Spin multiplicity: 3
LUMO energy (alpha / beta): 0.87 / -2.01 eV
Net charge: 0
Largest force on an atom: 0.2353 hartree/bohr
Frontier orbital gap (alpha / beta): 5.515 / 7.814 eV

```
14
C3H7ClN2O, DFT the ωB97M-V functional and the def2-TZVPD basis
C -0.07 -1.27 0.99
C 0.52 -0.44 0.18
C 1.80 -0.71 -0.54
N -2.24 1.35 -0.58
N 0.05 0.92 -0.07
O -1.14 1.08 0.41
Cl 3.12 0.29 -0.12
H -1.08 -0.92 1.27
H 0.28 -2.33 1.19
H 1.58 -0.63 -1.60
H 2.15 -1.79 -0.54
H -2.88 0.54 -0.33
H -2.76 2.18 -0.33
H 0.65 1.72 0.10
```

natural (NBO) atomic charge list, values in e, 4 entries: number 1, C, carries -0.374; number 2, C, carries 0.003; number 3, C, carries -0.475; number 4, N, carries -0.525



5.
The following is a DFT calculation (the ωB97M-V functional and the def2-TZVPD basis) of a cluster of 2 separate species, C3H7ClN2O3 in total in a non-equilibrium geometry.

Computed properties:
LUMO energy: 0.50 eV
Net charge: 0
Largest force on an atom: 0.0783 hartree/bohr
Frontier orbital gap: 10.089 eV

```
16
C3H7ClN2O3, DFT the ωB97M-V functional and the def2-TZVPD basis
C 0.86 0.91 1.87
C -1.58 -0.81 -1.75
C 0.60 -0.67 -0.62
N 0.18 0.89 0.61
N -0.11 2.02 0.00
O -0.16 3.01 0.70
O -0.46 1.92 -1.16
O -0.52 -1.30 -0.85
Cl 1.68 0.06 -1.77
H 1.74 0.37 1.78
H 1.17 1.82 2.11
H 0.36 0.55 2.72
H -2.41 -1.60 -1.64
H -1.19 -0.87 -2.83
H -1.66 0.24 -1.35
H 1.28 -1.23 0.08
```

natural (NBO) atomic charge list, values in e, 4 entries: number 1, C, carries -0.437; number 2, C, carries -0.289; number 3, C, carries 0.320; number 4, N, carries -0.326



6.
The following is a DFT calculation (the ωB97M-V functional and the def2-TZVPD basis) of a cluster of 2 separate species, C3H7ClO in total in a non-equilibrium geometry.

Computed properties:
LUMO energy: 0.55 eV
Net charge: 0
Largest force on an atom: 0.0640 hartree/bohr
Frontier orbital gap: 9.511 eV

```
12
C3H7ClO, DFT the ωB97M-V functional and the def2-TZVPD basis
C -0.59 -1.00 -0.06
C 1.11 0.84 -0.17
C 0.13 -0.04 0.49
O -2.70 1.89 0.36
Cl -3.27 0.48 -0.04
H -0.50 -1.13 -1.06
H -1.04 -1.77 0.50
H -2.15 -0.32 -0.44
H 0.73 1.83 -0.18
H 1.43 0.67 -1.16
H 1.92 0.82 0.45
H 0.06 0.16 1.57
```

natural (NBO) atomic charge list, values in e, 4 entries: number 1, C, carries -0.553; number 2, C, carries -0.663; number 3, C, carries -0.030; number 4, O, carries -0.828



7.
The following is a DFT calculation (the ωB97M-V functional and the def2-TZVPD basis) of a cluster of 2 separate species, C3H7ClOS in total in a non-equilibrium geometry.

Computed properties:
Structure (SMILES): C=CC.OSCl
LUMO energy: -0.31 eV
Net charge: 0
Largest force on an atom: 0.0849 hartree/bohr
Frontier orbital gap: 8.844 eV

```
13
C3H7ClOS, DFT the ωB97M-V functional and the def2-TZVPD basis
C -0.28 -1.05 -0.23
C 1.20 -0.15 -2.11
C -0.11 -0.42 -1.37
O -0.85 0.34 3.53
S -1.04 1.99 3.14
Cl -2.03 1.82 1.30
H -0.04 0.08 3.90
H -1.20 -1.28 0.20
H 0.67 -1.38 0.29
H 1.17 0.74 -2.61
H 1.33 -0.81 -2.86
H 2.08 -0.09 -1.43
H -0.90 0.22 -1.76
```

natural (NBO) atomic charge list, values in e, 4 entries: number 1, C, carries -0.394; number 2, C, carries -0.638; number 3, C, carries -0.166; number 4, O, carries -0.851



8.
The following is a DFT calculation (the ωB97M-V functional and the def2-TZVPD basis) of a structure of composition C3H7ClS in a non-equilibrium geometry.

Computed properties:
LUMO energy: 0.60 eV
Net charge: 0
Largest force on an atom: 0.1231 hartree/bohr
Frontier orbital gap: 9.716 eV

```
12
C3H7ClS, DFT the ωB97M-V functional and the def2-TZVPD basis
C 0.03 -0.86 1.00
C 0.05 0.65 0.46
C 0.43 0.27 -1.04
H 0.78 -1.85 0.40
H 0.42 -0.70 2.14
H -1.04 -1.01 0.50
H 0.74 1.35 0.81
H -1.85 0.72 -0.47
H 1.52 0.01 -0.87
H 0.64 1.13 -2.06
S -1.41 1.38 0.83
Cl -0.32 -1.08 -1.70
```

natural (NBO) atomic charge list, values in e, 4 entries: number 1, C, carries -0.673; number 2, C, carries -0.458; number 3, C, carries -0.455; number 4, H, carries 0.213



9.
The following is a DFT calculation (the ωB97M-V functional and the def2-TZVPD basis) of a cluster of 2 separate species, C3H7F2NO in total in a non-equilibrium geometry.

Computed properties:
LUMO energy: 1.06 eV
Net charge: 0
Largest force on an atom: 0.0765 hartree/bohr
Frontier orbital gap: 9.960 eV

```
14
C3H7F2NO, DFT the ωB97M-V functional and the def2-TZVPD basis
C 1.92 -0.30 0.32
C -0.18 -0.98 -0.73
C -1.58 0.89 1.07
N 1.01 -0.44 -0.81
O -0.76 -0.89 -1.96
F -0.74 1.86 0.61
F -2.78 1.09 0.49
H 2.23 0.69 0.39
H 1.17 -0.64 1.11
H 2.84 -0.97 0.24
H -1.21 -0.12 0.84
H -1.74 1.11 2.06
H 1.39 0.21 -1.61
H -1.56 -1.50 -2.03
```

natural (NBO) atomic charge list, values in e, 4 entries: number 1, C, carries -0.405; number 2, C, carries 0.265; number 3, C, carries 0.406; number 4, N, carries -0.604



10.
The following is a DFT calculation (the ωB97M-V functional and the def2-TZVPD basis) of a structure of composition C3H7F2NS in a non-equilibrium geometry.

Computed properties:
LUMO energy: 0.77 eV
Net charge: 0
Largest force on an atom: 0.1194 hartree/bohr
Frontier orbital gap: 9.275 eV

```
14
C3H7F2NS, DFT the ωB97M-V functional and the def2-TZVPD basis
C 1.22 -0.11 -0.19
C 0.04 -0.37 0.69
C -1.38 0.79 -0.14
N -0.37 -1.69 0.63
F -2.18 1.00 0.91
F -1.83 -0.03 -1.11
S 1.90 1.59 0.10
H 1.05 0.03 -1.29
H 1.95 -0.75 0.10
H 0.13 -0.04 1.65
H -0.96 1.77 -0.71
H -1.31 -2.03 0.82
H -0.09 -2.11 -0.27
H 1.86 1.95 -1.20
```

natural (NBO) atomic charge list, values in e, 4 entries: number 1, C, carries -0.516; number 2, C, carries -0.031; number 3, C, carries 0.503; number 4, N, carries -0.828



11.
The following is a DFT calculation (the ωB97M-V functional and the def2-TZVPD basis) of a cluster of 2 separate species, C3H7F2P in total in a non-equilibrium geometry.

Computed properties:
Structure (SMILES): C=[PH]=C(F)F.C
LUMO energy (alpha / beta): -0.69 / -0.29 eV
Net charge: 0
Largest force on an atom: 0.0239 hartree/bohr
Frontier orbital gap (alpha / beta): 7.617 / 7.913 eV

```
13
C3H7F2P, DFT the ωB97M-V functional and the def2-TZVPD basis
C -1.64 0.79 -1.63
C 1.22 0.83 1.73
C 0.74 -1.47 -0.07
F 1.56 -1.01 -1.03
F 0.73 -2.81 -0.17
P 1.10 -0.83 1.56
H -0.74 1.13 -2.12
H -2.44 1.49 -1.80
H -1.45 0.71 -0.56
H 2.03 1.35 1.24
H 0.80 1.30 2.61
H -1.91 -0.19 -2.01
H -0.01 -1.29 2.25
```

natural (NBO) atomic charge list, values in e, 4 entries: number 1, C, carries -0.850; number 2, C, carries -0.875; number 3, C, carries 0.375; number 4, F, carries -0.335



12.
The following is a DFT calculation (the ωB97M-V functional and the def2-TZVPD basis) of a cluster of 2 separate species, C3H7F3NP in total in a non-equilibrium geometry.

Computed properties:
LUMO energy (alpha / beta): -0.70 / -0.26 eV
Net charge: 0
Largest force on an atom: 0.0979 hartree/bohr
Frontier orbital gap (alpha / beta): 7.878 / 8.087 eV

```
15
C3H7F3NP, DFT the ωB97M-V functional and the def2-TZVPD basis
C 1.25 0.26 1.40
C 0.02 1.17 -2.12
C -0.39 -1.58 -0.02
N -1.54 0.83 1.42
F 0.81 -2.02 -0.45
F -1.39 -1.71 -0.95
F -0.78 -2.37 1.08
P -0.33 0.30 0.56
H 1.89 0.27 0.57
H 1.35 1.19 1.93
H 1.36 -0.59 2.10
H -0.95 1.75 -2.36
H 0.88 1.86 -1.95
H 0.20 0.31 -2.63
H -2.37 0.33 1.39
```

natural (NBO) atomic charge list, values in e, 4 entries: number 1, C, carries -0.982; number 2, C, carries -0.638; number 3, C, carries 0.726; number 4, N, carries -1.185



Number 6 is which compound? C3H7ClO



net charge of number 5 (C3H7ClN2O3)? 0



Copy entry 5 word for word.
The following is a DFT calculation (the ωB97M-V functional and the def2-TZVPD basis) of a cluster of 2 separate species, C3H7ClN2O3 in total in a non-equilibrium geometry.

Computed properties:
LUMO energy: 0.50 eV
Net charge: 0
Largest force on an atom: 0.0783 hartree/bohr
Frontier orbital gap: 10.089 eV

```
16
C3H7ClN2O3, DFT the ωB97M-V functional and the def2-TZVPD basis
C 0.86 0.91 1.87
C -1.58 -0.81 -1.75
C 0.60 -0.67 -0.62
N 0.18 0.89 0.61
N -0.11 2.02 0.00
O -0.16 3.01 0.70
O -0.46 1.92 -1.16
O -0.52 -1.30 -0.85
Cl 1.68 0.06 -1.77
H 1.74 0.37 1.78
H 1.17 1.82 2.11
H 0.36 0.55 2.72
H -2.41 -1.60 -1.64
H -1.19 -0.87 -2.83
H -1.66 0.24 -1.35
H 1.28 -1.23 0.08
```

natural (NBO) atomic charge list, values in e, 4 entries: number 1, C, carries -0.437; number 2, C, carries -0.289; number 3, C, carries 0.320; number 4, N, carries -0.326